{"formula": "C33H51BrCoNP3", "method": "wB97M-V/def2-TZVPD", "homo_energy_ev": [-13.0, -13.3], "total_charge": 2, "gap_ev": [6.323, 4.406], "total_energy_ev": -172056.8853, "spin_multiplicity": 4, "lumo_energy_ev": [-6.70, -8.88], "species": ["N", "C", "C", "C", "C", "C", "C", "Co", "P", "C", "C", "C", "C", "C", "C", "C", "Br", "H", "H", "H", "H", "H", "H", "H", "H", "H", "H", "P", "C", "C", "H", "H", "H", "H", "H", "C", "C", "H", "H", "H", "H", "H", "C", "C", "H", "H", "H", "H", "H", "C", "C", "H", "H", "H", "H", "H", "C", "C", "H", "H", "H", "H", "H", "C", "C", "H", "H", "H", "H", "H", "C", "P", "C", "C", "C", "C", "C", "C", "C", "H", "H", "H", "H", "H", "H", "H", "H", "H", "H", "H"], "positions_angstrom": [[1.8020, 0.0244, -6.8241], [2.7354, 0.2182, -5.8936], [2.4115, 0.3391, -4.5329], [1.0786, 0.0889, -4.1188], [0.0872, 0.0370, -5.1223], [0.5173, -0.0691, -6.4675], [0.8675, -0.4700, -2.7263], [-0.1079, -0.1439, -1.1538], [-2.6445, -2.2524, 1.2612], [-0.2930, -1.3815, -2.4844], [-0.0519, -2.8341, -2.2355], [-1.1257, -3.7444, -2.3020], [-0.9604, -5.0682, -1.8945], [0.3029, -5.5522, -1.5040], [1.4148, -4.7099, -1.7069], [1.2391, -3.3718, -2.0882], [0.4982, -7.1906, -0.7371], [1.8744, -0.7956, -2.3981], [-1.1643, -1.1650, -3.1121], [3.2118, 0.5510, -3.8259], [-0.9851, 0.0451, -4.9395], [3.7787, 0.2888, -6.2227], [-0.1966, -0.2400, -7.2726], [-2.0789, -3.4243, -2.7336], [2.1202, -2.7797, -2.3180], [-1.8206, -5.7394, -1.8623], [2.4128, -5.1027, -1.5371], [-1.2385, 1.6384, -1.2875], [-1.5566, -3.7064, 1.3120], [-2.2737, -4.9917, 1.7633], [-0.7537, -3.4788, 2.0316], [-1.0976, -3.8240, 0.3177], [-1.5941, -5.8477, 1.6608], [-2.5644, -4.9076, 2.8195], [-3.1798, -5.1975, 1.1771], [-3.3799, -2.1988, -0.3895], [-4.9168, -2.1602, -0.2981], [-3.0323, -3.0798, -0.9432], [-2.9816, -1.3170, -0.9084], [-5.3598, -2.1313, -1.3002], [-5.2975, -3.0500, 0.2214], [-5.2570, -1.2773, 0.2589], [-1.5903, -0.8714, 1.7153], [-1.9467, -0.4133, 3.1400], [-1.6973, -0.0453, 0.9874], [-0.5714, -1.2863, 1.6478], [-1.5935, 0.6048, 3.3230], [-3.0354, -0.4334, 3.2908], [-1.4820, -1.0676, 3.8910], [-1.0253, 2.8207, 0.1492], [-1.8489, 4.1205, 0.1820], [0.0519, 3.0502, 0.1991], [-1.2512, 2.2269, 1.0527], [-1.5532, 4.8277, -0.6091], [-2.9267, 3.9372, 0.1408], [-1.6533, 4.6195, 1.1356], [-3.0611, 1.3220, -1.1703], [-3.7110, 0.6824, -2.3934], [-3.5099, 2.2997, -0.9462], [-3.2113, 0.7158, -0.2629], [-3.6367, 1.3493, -3.2669], [-3.2582, -0.2839, -2.6486], [-4.7726, 0.5116, -2.1700], [-1.1468, 2.7557, -2.7647], [0.2327, 3.3364, -3.0803], [-1.8941, 3.5585, -2.6244], [-1.5084, 2.1649, -3.6216], [0.1101, 4.1576, -3.8089], [0.7331, 3.7290, -2.1787], [0.8747, 2.5762, -3.5531], [2.7248, 1.8986, -0.9395], [1.7976, 0.6235, -0.0095], [2.9982, -0.7393, 0.1689], [1.9453, 1.3360, 1.6912], [1.0619, 0.8513, 2.6529], [1.1883, 1.2046, 3.9948], [2.2134, 2.0811, 4.3668], [3.1277, 2.5602, 3.4155], [3.0128, 2.1699, 2.0758], [2.4756, 1.8814, -2.0060], [3.7952, 1.7077, -0.8158], [2.4896, 2.8887, -0.5223], [3.9920, -0.3542, -0.0907], [2.9715, -1.0572, 1.2197], [2.7539, -1.6015, -0.4585], [0.2702, 0.1801, 2.3449], [0.4817, 0.7866, 4.7203], [2.2952, 2.3902, 5.4073], [3.9464, 3.2189, 3.7124], [3.7499, 2.5086, 1.3527]], "atomic_forces_ev_per_a": [[0.03, -0.54, -0.15], [-0.65, 0.60, 0.47], [-0.45, -0.56, -0.35], [-0.07, 0.42, -0.11], [0.82, -0.12, -0.86], [0.32, 0.72, 1.09], [-0.14, -1.98, -2.32], [0.35, 0.17, 3.74], [1.16, -1.01, -1.02], [2.08, -0.42, -2.98], [-0.10, 0.06, -0.15], [0.33, -0.12, 0.22], [0.10, -0.21, -0.01], [-0.15, 2.39, -0.84], [-0.46, 0.07, 0.09], [-0.27, -0.69, 0.42], [0.12, -1.26, 0.43], [-0.75, -0.09, 0.10], [0.25, -0.19, 0.06], [-0.17, -0.38, 0.05], [0.22, -0.40, 0.23], [-0.46, 0.06, 0.05], [0.10, 0.16, 0.19], [0.23, -0.05, 0.36], [-0.16, -0.06, 0.25], [0.25, 0.13, -0.12], [-0.11, 0.07, -0.07], [-1.93, 3.12, -0.12], [-0.03, -0.45, 1.00], [-0.04, -0.16, 0.02], [-0.21, -0.03, -0.22], [-0.22, 0.23, 0.05], [-0.22, 0.23, 0.00], [0.06, -0.08, -0.31], [0.26, 0.02, 0.07], [-0.63, 0.16, -0.04], [-0.20, 0.08, -0.07], [-0.06, 0.11, 0.41], [-0.06, -0.12, 0.18], [0.11, -0.01, 0.24], [0.07, 0.23, -0.18], [0.02, -0.18, -0.18], [-0.21, 0.39, -0.16], [-0.05, 0.10, 0.40], [-0.03, -0.32, 0.28], [-0.31, 0.16, -0.02], [-0.10, -0.16, -0.03], [0.33, 0.11, 0.04], [-0.20, 0.13, -0.21], [0.09, -0.27, -0.11], [0.29, -0.01, -0.07], [-0.30, -0.05, 0.07], [0.17, 0.13, -0.19], [-0.20, -0.34, 0.20], [0.18, 0.09, -0.10], [-0.03, -0.03, -0.12], [0.22, 0.37, 0.25], [-0.17, 0.17, 0.02], [-0.09, -0.31, -0.17], [-0.10, 0.12, -0.20], [-0.11, -0.34, 0.29], [-0.06, 0.20, -0.08], [0.22, 0.03, -0.27], [-0.36, -0.29, -0.12], [0.09, 0.10, -0.15], [0.28, -0.33, 0.12], [0.16, 0.15, 0.19], [0.17, -0.32, 0.39], [-0.18, -0.05, -0.40], [-0.18, 0.34, 0.27], [-0.08, 0.05, -0.34], [1.01, 0.88, 0.91], [0.14, -0.29, -0.01], [0.07, -0.23, -0.13], [0.18, 0.21, 0.21], [0.14, 0.13, -0.20], [-0.04, -0.02, -0.07], [-0.27, -0.32, -0.11], [-0.49, -0.15, 0.29], [0.10, 0.04, 0.24], [-0.14, 0.15, -0.07], [0.03, -0.30, -0.27], [-0.12, -0.31, 0.22], [0.16, 0.01, -0.32], [0.12, 0.15, 0.05], [0.33, 0.27, 0.13], [0.39, 0.33, -0.14], [0.08, -0.07, -0.23], [-0.32, -0.21, -0.04], [-0.15, 0.01, 0.16]], "mulliken_charge": [-0.551, -0.546, -0.290, 0.469, -0.085, -0.704, -0.067, -0.406, -0.077, -0.073, -0.567, -0.203, -0.768, -0.095, -0.921, -0.218, -0.073, 0.894, 0.971, 0.377, 0.293, 0.403, 0.419, 0.709, 0.728, 0.490, 0.470, 0.865, 0.487, -1.377, 0.602, -0.557, 0.364, 0.416, 0.339, 1.625, -1.540, 0.061, -1.170, 0.429, 0.448, 0.392, 1.307, -1.592, -1.066, 0.167, 0.420, 0.529, 0.395, 0.247, -1.446, 0.212, 0.056, 0.321, 0.342, 0.464, -0.687, -1.164, 0.543, 0.314, 0.374, 0.187, 0.400, -1.030, -0.801, 0.615, 0.348, 0.458, 0.193, 0.012, -1.632, 1.481, -1.098, 0.314, -0.116, -0.732, -0.648, -0.727, -0.828, -0.082, 0.540, 0.488, 0.440, 0.494, 0.196, 0.175, 0.426, 0.406, 0.433, 0.386]}